Entry 1:
The following is a quantum chemistry calculation of C63H53F4N2O2P2Pd as an isolated structure in a non-equilibrium geometry, from the OMol25 dataset.

```
127
Properties=species:S:1:pos:R:3
C -0.171 -3.715 -5.955
H 3.978 -3.652 -1.304
H 1.498 -3.415 11.316
H -3.616 0.561 -2.558
C -1.556 0.907 8.452
H -1.749 0.971 9.499
P 1.793 0.714 -1.989
H -1.154 5.085 -1.368
H 0.241 -3.781 -0.179
C 1.713 -2.161 9.585
H 2.172 4.017 -5.596
H -1.365 3.481 -6.051
C 1.346 -2.878 2.930
O -2.372 -1.494 9.773
C 4.936 -2.516 -2.884
C 1.714 0.898 -0.191
C -3.815 0.063 -3.512
C -0.560 -2.112 -1.915
H 1.213 2.189 -9.259
C -0.623 1.455 -5.903
C 2.631 4.713 -2.291
H -4.632 4.803 -3.902
H 2.994 0.283 9.403
C -1.770 -2.133 -1.098
H -2.563 -3.133 -3.556
H 3.753 0.258 0.190
C -0.753 2.712 -6.520
H 2.800 -2.268 9.532
H 2.827 5.547 -1.616
C -0.453 -2.648 -3.301
C -3.263 -2.224 10.633
H -2.681 -1.943 -1.666
C -0.856 -2.515 1.199
C -1.049 1.971 5.087
C 0.439 1.538 1.765
H -0.504 1.387 4.345
C 2.272 3.856 -4.523
F 0.313 -1.471 4.516
H -0.516 2.919 5.245
H -2.025 2.220 4.656
H 2.466 -1.804 -0.644
C -2.963 5.070 -2.551
C 3.141 -0.477 -2.234
N -1.171 1.247 6.316
H 5.627 -3.319 -3.150
H 3.579 0.552 2.638
C -0.095 2.963 -7.724
C 0.240 -2.106 3.290
C 2.476 4.936 -3.660
H 3.719 -0.675 8.057
P -1.352 1.105 -4.277
N -0.968 -0.222 7.890
C 0.505 1.318 0.388
H -0.975 -3.149 11.461
C -4.985 -0.677 -3.688
H -3.777 2.677 -4.842
H -5.713 -0.735 -2.880
H 0.324 -0.490 -5.994
C 0.831 -2.753 -3.931
C 4.999 -1.289 -3.550
C 0.845 0.738 -7.696
C 1.044 -1.328 8.663
C 1.332 -3.421 1.646
H 5.753 -1.120 -4.319
C -0.404 -2.648 10.676
C -0.887 -1.950 2.509
C 1.549 1.277 2.572
H -0.266 2.973 -2.346
C 4.108 -0.265 -3.230
H -0.064 -4.129 -6.960
C -3.199 3.215 -4.089
C -1.969 2.692 -3.648
H 2.646 3.248 -0.701
C 0.189 0.473 -6.493
C -3.109 -0.520 -5.764
C -5.218 -1.340 -4.897
C -1.229 3.378 -2.675
H -2.369 -0.468 -6.565
C -1.730 4.561 -2.129
C 2.727 0.793 2.004
C -0.844 -0.061 6.507
H -2.989 -2.082 11.688
C 0.700 1.980 -8.319
H -4.241 -1.792 10.424
C -1.061 -1.839 9.727
H -0.379 1.462 -0.237
C 2.277 2.339 -2.631
C -3.683 4.405 -3.545
C -1.409 -3.657 -5.307
F 2.425 -4.146 1.220
H 1.501 1.436 3.651
C 2.964 0.077 8.324
C 3.135 -1.681 -1.500
H -3.363 5.983 -2.106
C -4.274 -1.270 -5.924
H -1.761 -1.391 2.850
H -4.438 -1.806 -6.858
C 0.979 -2.791 10.589
H -0.204 3.940 -8.192
H -6.133 -1.917 -5.038
H 2.031 1.714 -4.692
H 2.173 -3.039 3.616
H 3.132 0.995 7.764
C 2.823 0.619 0.626
O 1.653 -0.361 7.913
C -0.349 -1.256 8.662
Pd -0.030 -0.189 -3.000
C 2.532 3.423 -1.771
C 0.922 -3.207 -5.246
H 1.473 -0.030 -8.142
F -2.517 -4.096 -6.008
H -2.894 -2.090 0.728
C 0.257 -3.282 0.787
C -1.673 1.832 7.486
H 4.172 0.709 -3.715
H 2.518 5.953 -4.058
C 2.194 2.558 -4.018
C 4.010 -2.710 -1.855
C -1.915 -2.250 0.285
C -1.576 -3.160 -4.016
C -2.893 0.175 -4.567
H -0.486 1.917 2.200
H -3.257 -3.296 10.384
F 2.146 -3.150 -5.888
H 1.743 -2.457 -3.404
H 0.397 -2.164 -1.382
H -2.032 2.835 7.525
```

Values from the calculation:
- Total charge: +1
- Gap between HOMO and LUMO: 4.62 eV
- Multiplicity: 1
- HOMO level: -9.32 eV



Entry 2:
The following is a quantum chemistry calculation of C63H59F6N4O4P3S4SiTa as an isolated structure, from the OMol25 dataset.

```
145
Properties=species:S:1:pos:R:3
C 0.559 0.946 7.225
C 2.256 2.931 1.891
C -1.232 -4.331 -4.989
C 2.806 2.463 3.084
P 0.692 2.229 1.250
S 2.172 -0.441 -2.839
H 1.950 -4.118 4.513
C -0.662 -0.052 -5.797
H 1.242 -3.159 0.976
H 1.533 0.798 7.679
C 3.145 3.633 -2.797
C -0.424 0.239 -4.455
S 5.878 -2.353 -1.469
O 2.199 -1.730 -0.119
C -3.799 -0.490 3.666
H 1.026 3.384 -2.721
C -2.615 -2.230 -0.467
C -4.118 -3.277 1.087
H -3.297 -1.322 4.160
C -3.544 -4.512 0.792
Ta 1.019 -0.029 -0.399
C -0.357 -0.904 -1.745
S 3.430 -2.559 -0.355
C -0.895 0.759 5.282
H 5.302 3.613 -2.626
C -3.659 -2.132 0.456
C 4.105 4.474 1.688
H -0.319 1.776 9.003
C 4.372 3.199 -2.258
H 4.602 5.271 1.146
H -3.901 -5.405 1.292
C -3.510 1.166 -2.533
C -3.276 -0.194 -2.341
F 2.806 -5.069 -0.722
F 3.297 -4.076 -2.586
C -1.398 2.213 -6.154
C -4.507 1.578 -3.406
C -1.152 0.938 -6.643
F 1.412 -3.690 -1.627
C -2.042 -3.462 -0.763
O 5.767 -3.786 -1.476
C -0.478 1.494 7.968
H -2.207 -4.794 -5.077
C 0.440 -2.910 1.641
C 1.820 -2.017 4.015
N 2.967 0.708 -0.003
H -5.735 -1.391 3.890
C -5.848 0.515 2.903
H 0.277 4.925 2.213
P 0.305 -0.975 -3.333
H 3.803 0.230 0.295
C -1.090 -3.127 -4.316
C -2.515 -4.607 -0.133
H -5.645 2.442 1.970
H -6.925 0.483 2.788
H -2.927 1.897 -1.980
H -2.532 2.114 7.949
H 2.572 -1.284 2.159
H 2.729 -1.730 4.551
H -1.957 -2.640 -3.885
H 2.257 -2.675 -4.685
H 2.509 4.331 0.268
H 2.001 -4.821 -5.897
H -2.071 -5.568 -0.358
O 3.870 -3.190 0.847
C 6.027 -1.829 -3.221
H -1.589 -1.306 1.980
C 0.168 -2.534 -4.208
H -0.471 1.733 -2.932
C -1.409 5.946 -0.541
C -0.671 1.522 -3.973
C -5.266 0.636 -4.087
H 2.304 1.692 3.658
H -1.828 4.730 -2.257
C 1.986 3.071 -2.333
C -5.047 -0.722 -3.885
H 2.728 -3.681 2.993
O 6.960 -1.709 -0.805
F 6.138 -0.503 -3.283
H -0.223 -5.883 -6.076
C 1.858 -3.490 3.626
C -1.154 2.507 -4.816
C -3.055 0.602 3.208
C -5.179 -0.537 3.518
C -0.354 2.094 2.760
H -4.919 -3.206 1.813
F 4.960 -2.212 -3.921
H -4.693 2.637 -3.551
H 5.306 1.854 -0.852
H -3.210 2.520 2.222
C 3.155 1.714 -0.875
H -4.091 -1.163 0.700
N 1.974 2.133 -1.366
F 7.111 -2.396 -3.722
H 3.106 4.386 -3.573
H 0.627 -4.852 2.476
C -0.817 5.992 0.717
C -3.748 1.654 2.601
C 3.995 2.986 3.570
H -0.465 -1.045 -6.184
H -5.657 -1.456 -4.400
C -1.719 1.683 7.377
H 5.572 4.408 3.255
Si -1.194 0.551 3.437
C -0.704 3.659 -0.770
H 4.406 2.613 4.500
H -3.919 -2.199 -2.819
C -4.059 -1.140 -3.007
C 1.280 -3.138 -4.779
H -0.497 -3.094 1.126
C 4.647 3.993 2.872
H -1.908 6.821 -0.939
C 1.690 -1.131 2.774
H -0.284 -3.772 3.517
C -1.356 4.776 -1.282
S -1.614 0.652 0.203
C 1.134 -4.344 -5.455
C 4.389 2.240 -1.281
C -0.111 3.695 0.485
H -2.906 1.466 5.611
H -1.221 -3.524 -1.471
P -1.983 -0.731 -1.221
H -0.668 2.746 -1.341
C 2.704 -3.953 -1.424
H -6.046 0.958 -4.768
C 0.352 0.591 5.899
C 0.585 -3.827 2.855
N 0.491 -1.436 1.944
C -0.115 -4.939 -5.555
C -1.924 1.319 6.049
N 4.441 -1.660 -1.113
H 1.646 -0.075 3.043
H -1.332 0.711 -7.687
C -0.180 4.873 1.230
H -0.902 -1.843 3.489
H 0.228 2.507 3.583
H -0.855 6.904 1.301
H 1.187 0.193 5.340
H -1.180 2.791 2.600
H -1.778 2.982 -6.817
H -1.343 3.506 -4.437
C -0.767 -1.125 2.671
H 0.980 -1.855 4.690
C 2.919 3.945 1.196
C -5.130 1.614 2.446
```

Values from the calculation:
- Total charge: +1
- Gap between HOMO and LUMO: 7.60 eV
- Multiplicity: 1
- HOMO level: -10.35 eV



Entry 3:
The following is a quantum chemistry calculation of C63H73Ge2N4O3PRbS4Se as an isolated structure in a non-equilibrium geometry, from the OMol25 dataset.

```
152
Properties=species:S:1:pos:R:3
H 2.992 -0.635 5.323
H 3.153 0.783 -2.668
H -3.780 -4.341 -4.137
C 3.096 0.142 4.565
H -6.022 -1.253 6.615
H -4.872 4.070 -3.408
N 1.490 -4.038 1.629
H -0.330 3.152 4.142
H 4.296 4.702 0.520
C -2.377 -5.094 3.401
C -5.351 4.386 4.525
H -5.911 -3.688 1.519
C 3.927 -3.948 1.324
C 4.968 -3.284 0.726
C 4.758 -2.088 0.007
H -6.236 -5.650 -0.901
H -3.978 -1.036 -3.782
H -3.319 2.917 5.523
C 1.929 2.311 -3.767
H -5.497 -1.250 -4.640
C 2.058 -0.072 3.481
H -8.200 -1.923 -3.434
H 2.967 1.117 5.036
H -6.001 -3.696 7.035
Ge -3.388 -1.393 2.229
P 1.093 1.963 2.118
C -6.246 2.071 4.084
H 2.574 4.993 0.196
H -0.675 -5.281 4.689
H -1.369 -3.656 4.646
C -6.400 -3.579 -1.408
C -1.834 -5.986 2.480
H 2.631 3.027 -4.157
C -5.399 4.626 0.502
H 1.049 0.026 3.893
C -1.609 -4.721 4.640
C 0.491 3.825 3.871
H 0.915 4.236 4.788
C -8.485 0.136 -2.903
C -7.502 1.559 1.245
H 0.769 5.613 2.689
C -1.931 -7.314 0.341
C -4.883 -4.116 5.254
C -4.924 -1.385 4.790
Se 0.137 -3.030 1.154
H -6.482 3.866 2.189
Ge -4.288 -0.292 -0.541
H -6.413 -5.370 1.310
N 1.082 0.532 -2.677
O 1.542 3.083 3.248
C -7.951 1.212 -2.216
C -3.670 -4.608 3.184
H -0.492 4.522 2.087
H -7.616 -4.163 0.267
O 2.252 0.872 2.417
H -7.984 2.029 2.102
C -0.038 4.942 2.985
C -6.197 3.699 1.155
H -8.033 0.414 3.127
C -4.994 0.102 4.665
H -0.785 5.517 3.534
H 3.314 -0.643 -0.679
C -6.262 2.319 -0.816
C 2.199 1.169 -2.990
H 4.089 -4.862 1.882
H -2.529 -8.212 0.173
H 4.100 0.089 4.142
C -3.880 -6.018 1.250
H 5.602 -1.580 -0.442
H -4.079 -2.221 -5.093
H -6.817 -0.821 2.760
S -3.825 -2.410 0.249
H -0.098 2.992 -4.425
C -5.538 -1.927 5.917
C -5.090 4.415 -0.835
C -5.522 -3.286 6.154
C -4.515 -4.126 -3.368
H -2.120 -0.154 5.129
H 3.126 4.672 1.853
S -2.790 0.522 -1.811
H -8.353 -2.932 -0.776
H -3.906 -6.885 -1.786
S -4.348 0.558 1.601
H -3.079 -0.492 6.562
C -7.415 -3.280 -0.339
H -4.476 -6.388 0.423
C 3.280 4.425 0.803
C -4.882 5.845 1.221
C -5.030 -2.836 -3.269
C 3.500 -1.562 -0.138
C -4.300 -2.221 3.847
C -6.140 0.688 4.117
C -4.451 -5.121 2.140
C -5.236 2.884 4.575
H 2.155 -1.070 3.049
H -4.732 4.782 3.716
C -2.560 -6.424 1.380
H -3.926 5.620 1.702
H -4.852 -5.187 5.426
H -6.882 0.738 1.613
C -7.808 -1.069 -2.892
H -6.177 2.871 -3.526
C -5.964 -2.561 -2.265
H -3.691 -6.595 -3.516
H -2.202 -4.932 5.532
C -5.885 -4.859 -1.557
H -0.927 -7.611 0.644
C -6.611 -1.215 -2.192
C -7.227 -0.185 3.550
C -5.880 -4.684 1.969
Rb -0.337 0.235 0.045
H 3.345 2.662 -0.437
C -5.265 3.142 -2.990
H -4.493 5.152 -1.364
H -5.581 6.170 1.993
S -1.262 -1.151 2.712
H -7.049 -2.486 0.318
N 1.119 -1.874 0.312
C 0.558 2.316 -3.902
H -7.640 -0.842 4.316
C -6.752 1.095 -1.516
H -5.220 -7.246 -2.905
O 1.697 2.570 0.741
C -4.623 -1.779 -4.257
H -8.267 1.138 0.592
H -2.216 1.056 6.417
C -4.110 2.288 5.125
H -8.464 2.168 -2.213
C -3.977 0.907 5.198
C -2.780 0.298 5.871
C 2.617 -3.452 1.171
C 2.407 -2.251 0.421
H -9.413 0.244 -3.452
N 0.101 1.232 -3.246
H -4.723 6.670 0.527
C -6.637 2.548 0.513
H 3.695 2.362 1.275
H -1.859 -6.777 -0.608
H -0.829 -6.361 2.641
H -5.009 4.829 5.461
H -6.395 -4.637 2.928
C -6.077 -0.137 -1.475
C -4.407 -6.548 -2.696
C -5.532 3.288 -1.519
H -0.866 0.953 -3.102
H -6.382 4.696 4.351
C -4.937 -5.147 -2.532
H -7.137 2.524 3.660
H -4.535 2.351 -3.158
C 3.077 2.935 0.584
H 5.971 -3.686 0.804
C -4.271 -3.609 4.111
```

Values from the calculation:
- Total charge: -1
- Gap between HOMO and LUMO: 6.58 eV
- Multiplicity: 1
- HOMO level: -4.74 eV



Which formula does entry 2 have?
C63H59F6N4O4P3S4SiTa



gap between HOMO and LUMO of number 1 (C63H53F4N2O2P2Pd)?
4.62 eV